# C4H34N2O13

A cluster of 13 separate species, C4H34N2O13 in total (ωB97M-V with the def2-TZVPD basis set, the Open Molecules 2025 dataset).

Each line ends with the Löwdin charge.
Positions of all 53 atoms, in Å:
O (-1.735, -0.958, -0.100)  0.05
C (-1.211, -0.450, -1.022)  -0.21
C (0.144, 0.249, -0.788)  -0.32
C (0.445, 1.253, -1.921)  -0.18
C (1.774, 2.016, -1.867)  -0.26
N (2.793, 1.138, -1.281)  -0.01
N (0.048, 1.092, 0.443)  0.07
H (-1.559, -0.580, -2.083)  0.13
H (1.009, -0.447, -0.780)  0.11
H (0.296, 0.605, -2.861)  0.13
H (-0.406, 1.927, -1.938)  0.11
H (2.116, 2.271, -2.985)  0.15
H (1.564, 2.903, -1.309)  0.09
H (3.726, 1.577, -1.079)  0.11
H (2.364, 0.761, -0.444)  0.02
H (-0.166, 0.305, 1.045)  0.05
H (-0.577, 1.875, 0.626)  0.05
H (-1.529, 3.698, 1.228)  0.01
H (-2.408, 2.466, 1.511)  0.00
O (-2.075, 3.022, 0.848)  -0.04
H (-1.474, -1.369, 2.943)  0.02
H (-0.046, -1.692, 3.290)  0.00
O (-0.553, -1.005, 3.055)  -0.02
H (3.968, -1.134, -2.032)  -0.05
H (3.562, -2.551, -2.211)  0.07
O (4.216, -1.932, -1.730)  -0.04
H (-3.755, 1.325, -2.236)  -0.03
H (-3.968, 2.261, -0.952)  0.06
O (-4.330, 1.897, -1.812)  -0.05
H (-1.705, 1.473, 4.248)  0.11
H (-1.019, 0.655, 3.150)  -0.02
O (-1.420, 1.500, 3.300)  -0.05
H (-0.466, 2.907, 2.873)  -0.05
H (0.726, 3.404, 2.170)  0.05
O (-0.128, 3.722, 2.555)  -0.06
H (1.402, -2.319, -1.909)  0.01
H (0.769, -2.086, -3.116)  0.04
O (1.430, -2.717, -2.819)  -0.05
H (-2.458, -2.514, -1.796)  -0.02
H (-1.977, -3.288, -2.852)  0.09
O (-2.561, -2.473, -2.733)  -0.07
H (2.598, 1.027, 2.606)  0.06
H (1.599, 1.537, 1.461)  -0.02
O (2.388, 1.797, 2.007)  -0.11
H (2.822, -1.785, 0.677)  0.11
H (2.779, -2.755, -0.559)  0.00
O (2.228, -2.340, 0.086)  -0.07
H (-2.458, -2.305, 1.724)  0.12
H (-3.682, -1.990, 2.685)  0.09
O (-2.777, -2.399, 2.749)  -0.10
H (0.593, -3.436, -0.162)  -0.03
H (-0.582, -2.638, 0.240)  0.00
O (-0.335, -3.498, -0.141)  -0.03

Atoms 1-6, force components in eV/Å:
-2.197 -1.369 2.069
3.001 0.774 -2.316
-0.350 3.739 -1.120
-1.020 -2.128 -1.935
0.718 -0.915 -2.512
0.761 0.192 -0.211

## Properties
Energy relative to the best compared isomer or geometry (same formula, charge and spin)   503.9 kJ/mol
Charge   0
Molar mass   318.32 g mol⁻¹
Gap between HOMO and LUMO   9.52 eV
DFT total energy   -1260.3460 Eh